# C29H73BFN5O13S

5 unconnected molecules or ions with the total composition C29H73BFN5O13S at a distorted geometry (ωB97M-V/def2-TZVPD, the OMol25 dataset).

As for the energy: -2923.30178 hartree. Its SMILES is CCB(O)N(OC[C@@H](C)O)S(=O)(=O)F.COCCNCCOC.COCCNCCOC.COCCNCCOC.COCCNCCOC. For the HOMO-LUMO gap, the calculation gives 8.844 eV. As for the net charge: 0. As for the molecular weight: 761.80 g/mol. For the HOMO energy, the calculation gives -8.29 eV. For the lowest unoccupied orbital energy, the calculation gives 0.56 eV.

Last columns: bonded neighbours and bond lengths (Å).
CARTESIAN COORDINATES (ANGSTROEM)
1 C 0.102 7.868 -1.539  C2 1.563, H15 1.090, H16 1.085, H17 1.086
2 C -1.287 8.327 -2.089  C1 1.563, B3 1.562, H18 1.092, H19 1.088
3 B -1.809 7.408 -3.239  C2 1.562, O4 1.364, N5 1.514
4 O -1.490 7.647 -4.543  B3 1.364, H20 0.965
5 N -2.709 6.212 -3.010  B3 1.514, O6 1.406, S11 1.666
6 O -2.228 5.456 -1.925  N5 1.406, C7 1.438
7 C -2.553 4.064 -2.083  O6 1.438, C8 1.506, H21 1.091, H22 1.091
8 C -1.385 3.231 -1.626  C7 1.506, C9 1.534, O10 1.414, H23 1.093
9 C -0.136 3.584 -2.443  C8 1.534, H24 1.089, H25 1.090, H26 1.086
10 O -1.183 3.298 -0.228  C8 1.414, H27 0.957
11 S -4.330 6.549 -2.826  N5 1.666, O12 1.417, O13 1.418, F14 1.566
12 O -5.123 5.640 -3.570  S11 1.417
13 O -4.664 6.857 -1.484  S11 1.418
14 F -4.288 7.890 -3.635  S11 1.566
15 H 0.529 7.085 -2.166  C1 1.090
16 H -0.014 7.499 -0.524  C1 1.085
17 H 0.807 8.695 -1.531  C1 1.086
18 H -1.145 9.313 -2.536  C2 1.092
19 H -2.002 8.463 -1.281  C2 1.088
20 H -0.560 7.879 -4.654  O4 0.965
21 H -3.480 3.801 -1.570  C7 1.091
22 H -2.694 3.883 -3.150  C7 1.091
23 H -1.632 2.192 -1.860  C8 1.093
24 H 0.064 2.807 -3.180  C9 1.089
25 H 0.752 3.607 -1.811  C9 1.090
26 H -0.261 4.539 -2.945  C9 1.086
27 H -0.302 3.614 -0.030  O10 0.957
28 C 0.327 -4.258 0.474  O29 1.414, H37 1.090, H38 1.097, H39 1.092
29 O -0.988 -4.216 -0.044  C28 1.414, C30 1.419
30 C -2.020 -4.125 0.926  O29 1.419, C31 1.517, H40 1.096, H41 1.093
31 C -2.520 -2.718 1.189  C30 1.517, N32 1.455, H42 1.097, H43 1.096
32 N -1.577 -1.886 1.921  C31 1.455, C33 1.469, H44 1.008
33 C -1.781 -0.433 1.858  N32 1.469, C34 1.526, H45 1.092, H46 1.091
34 C -2.102 0.273 0.544  C33 1.526, O35 1.418, H47 1.091, H48 1.099
35 O -1.043 0.439 -0.385  C34 1.418, C36 1.413
36 C -0.548 -0.755 -0.955  O35 1.413, H49 1.093, H50 1.092, H51 1.091
37 H 0.979 -4.630 -0.316  C28 1.090
38 H 0.702 -3.267 0.757  C28 1.097
39 H 0.398 -4.926 1.335  C28 1.092
40 H -1.715 -4.627 1.852  C30 1.096
41 H -2.861 -4.685 0.510  C30 1.093
42 H -3.439 -2.801 1.782  C31 1.097
43 H -2.799 -2.286 0.221  C31 1.096
44 H -0.631 -2.111 1.656  N32 1.008
45 H -0.883 0.029 2.274  C33 1.092
46 H -2.590 -0.198 2.551  C33 1.091
47 H -2.378 1.295 0.811  C34 1.091
48 H -2.979 -0.159 0.043  C34 1.099
49 H -1.350 -1.416 -1.295  C36 1.093
50 H 0.102 -1.284 -0.255  C36 1.092
51 H 0.062 -0.478 -1.815  C36 1.091
52 C 1.581 2.550 -7.587  O53 1.411, H61 1.089, H62 1.095, H63 1.094
53 O 2.653 2.667 -6.677  C52 1.411, C54 1.420
54 C 3.888 3.095 -7.231  O53 1.420, C55 1.517, H64 1.096, H65 1.092
55 C 4.161 4.581 -7.096  C54 1.517, N56 1.457, H66 1.096, H67 1.096
56 N 3.335 5.413 -7.959  C55 1.457, C57 1.464, H68 1.008
57 C 3.223 6.831 -7.609  N56 1.464, C58 1.528, H69 1.092, H70 1.096
58 C 2.990 7.283 -6.169  C57 1.528, O59 1.416, H71 1.092, H72 1.097
59 O 1.689 7.099 -5.642  C58 1.416, C60 1.414
60 C 1.292 5.755 -5.451  O59 1.414, H73 1.093, H74 1.091, H75 1.090
61 H 0.814 1.942 -7.109  C52 1.089
62 H 1.122 3.514 -7.835  C52 1.095
63 H 1.895 2.062 -8.514  C52 1.094
64 H 3.976 2.759 -8.270  C54 1.096
65 H 4.659 2.580 -6.653  C54 1.092
66 H 5.212 4.747 -7.359  C55 1.096
67 H 4.050 4.834 -6.035  C55 1.096
68 H 2.415 5.015 -8.062  N56 1.008
69 H 2.419 7.247 -8.220  C57 1.092
70 H 4.146 7.321 -7.944  C57 1.096
71 H 3.132 8.366 -6.167  C58 1.092
72 H 3.740 6.875 -5.479  C58 1.097
73 H 2.063 5.163 -4.952  C60 1.093
74 H 1.006 5.297 -6.400  C60 1.091
75 H 0.402 5.762 -4.822  C60 1.090
76 C 1.495 -11.020 -0.894  O77 1.411, H85 1.089, H86 1.095, H87 1.094
77 O 1.227 -11.430 0.429  C76 1.411, C78 1.420
78 C 2.364 -11.618 1.258  O77 1.420, C79 1.517, H88 1.096, H89 1.092
79 C 2.708 -10.432 2.139  C78 1.517, N80 1.457, H90 1.096, H91 1.096
80 N 3.262 -9.299 1.411  C79 1.457, C81 1.464, H92 1.008
81 C 3.233 -7.998 2.082  N80 1.464, C82 1.528, H93 1.093, H94 1.096
82 C 1.995 -7.504 2.827  C81 1.528, O83 1.416, H95 1.092, H96 1.098
83 O 0.904 -7.060 2.041  C82 1.416, C84 1.414
84 C 0.246 -8.059 1.287  O83 1.414, H97 1.092, H98 1.092, H99 1.090
85 H 0.597 -11.209 -1.480  C76 1.089
86 H 1.715 -9.950 -0.974  C76 1.095
87 H 2.327 -11.584 -1.326  C76 1.094
88 H 3.223 -11.940 0.659  C78 1.096
89 H 2.103 -12.441 1.927  C78 1.092
90 H 3.453 -10.770 2.869  C79 1.096
91 H 1.803 -10.171 2.699  C79 1.096
92 H 2.838 -9.221 0.500  N80 1.008
93 H 3.486 -7.247 1.330  C81 1.093
94 H 4.055 -7.991 2.808  C81 1.096
95 H 2.309 -6.614 3.376  C82 1.092
96 H 1.651 -8.221 3.584  C82 1.098
97 H 0.038 -8.953 1.879  C84 1.092
98 H 0.824 -8.320 0.397  C84 1.092
99 H -0.699 -7.638 0.945  C84 1.090
100 C -1.297 2.121 9.202  O101 1.410, H109 1.089, H110 1.095, H111 1.094
101 O -0.241 1.268 8.819  C100 1.410, C102 1.420
102 C -0.331 -0.071 9.282  O101 1.420, C103 1.517, H112 1.096, H113 1.092
103 C -0.927 -1.047 8.285  C102 1.517, N104 1.456, H114 1.096, H115 1.096
104 N -2.359 -0.883 8.084  C103 1.456, C105 1.465, H116 1.008
105 C -2.934 -1.474 6.873  N104 1.465, C106 1.527, H117 1.092, H118 1.097
106 C -2.258 -1.332 5.510  C105 1.527, O107 1.415, H119 1.092, H120 1.097
107 O -2.352 -0.072 4.873  C106 1.415, C108 1.411
108 C -1.656 0.987 5.494  O107 1.411, H121 1.093, H122 1.092, H123 1.090
109 H -0.959 3.145 9.051  C100 1.089
110 H -2.198 1.985 8.595  C100 1.095
111 H -1.559 1.984 10.256  C100 1.094
112 H -0.853 -0.106 10.245  C102 1.096
113 H 0.700 -0.387 9.455  C102 1.092
114 H -0.747 -2.058 8.670  C103 1.096
115 H -0.357 -0.949 7.354  C103 1.096
116 H -2.616 0.090 8.142  N104 1.008
117 H -3.949 -1.083 6.779  C105 1.092
118 H -3.036 -2.550 7.058  C105 1.097
119 H -2.784 -2.011 4.837  C106 1.092
120 H -1.215 -1.673 5.523  C106 1.097
121 H -0.640 0.702 5.778  C108 1.093
122 H -2.201 1.358 6.365  C108 1.092
123 H -1.600 1.804 4.775  C108 1.090

***

# C29H73N2O9S7

8 unconnected molecules or ions with the total composition C29H73N2O9S7 (ωB97M-V/def2-TZVPD, the OMol25 dataset).

As for the energy: -4722.28881 hartree. For the HOMO-LUMO gap, the calculation gives 7.567 eV. As for the net charge: +1. As for the molecular weight: 818.38 g/mol. For the HOMO energy, the calculation gives -10.49 eV. For the lowest unoccupied orbital energy, the calculation gives -2.92 eV.

Last columns: bonded neighbours and bond lengths (Å).
CARTESIAN COORDINATES (ANGSTROEM)
1 C -3.471 -2.933 -3.708  O2 1.411, H20 1.094, H21 1.098, H22 1.095
2 O -3.033 -2.362 -2.495  C1 1.411, C3 1.409
3 C -2.392 -1.115 -2.640  O2 1.409, C4 1.537, H23 1.101, H24 1.096
4 C -3.375 0.044 -2.868  C3 1.537, C5 1.534, H25 1.098, H26 1.095
5 C -3.892 0.662 -1.562  C4 1.534, C6 1.548, H27 1.100, H28 1.092
6 C -2.993 1.731 -0.897  C5 1.548, C7 1.536, H29 1.104, H30 1.097
7 C -1.595 1.939 -1.496  C6 1.536, C8 1.537, H31 1.088, H32 1.098
8 C -0.654 2.723 -0.567  C7 1.537, C9 1.541, H33 1.093, H34 1.098
9 C 0.830 2.309 -0.619  C8 1.541, C10 1.559, H35 1.100, H36 1.096
10 C 1.421 1.363 0.470  C9 1.559, C11 1.534, C13 1.501, C19 1.557
11 C 2.924 1.615 0.650  C10 1.534, N12 1.451, H37 1.096, H38 1.096
12 N 3.738 1.302 -0.509  C11 1.451, H39 1.004, H40 1.006
13 C 0.759 1.570 1.801  C10 1.501, N14 1.282, H41 1.089
14 N -0.107 0.665 2.079  C13 1.282, C15 1.487, H42 1.014
15 C -0.285 -0.304 0.964  N14 1.487, C16 1.521, C19 1.527, H43 1.096
16 C -0.667 -1.695 1.447  C15 1.521, C17 1.535, H44 1.097, H45 1.096
17 C -2.069 -1.785 2.065  C16 1.535, O18 1.442, H46 1.091, H47 1.094
18 O -2.398 -0.633 2.867  C17 1.442, H48 0.949
19 C 1.071 -0.142 0.279  C10 1.557, C15 1.527, H49 1.090, H50 1.100
20 H -3.560 -4.012 -3.550  C1 1.094
21 H -2.738 -2.758 -4.506  C1 1.098
22 H -4.444 -2.549 -4.035  C1 1.095
23 H -1.640 -1.164 -3.442  C3 1.101
24 H -1.859 -0.975 -1.692  C3 1.096
25 H -4.234 -0.361 -3.420  C4 1.098
26 H -2.929 0.804 -3.518  C4 1.095
27 H -4.053 -0.172 -0.862  C5 1.100
28 H -4.879 1.097 -1.738  C5 1.092
29 H -2.888 1.508 0.179  C6 1.104
30 H -3.506 2.699 -0.955  C6 1.097
31 H -1.746 2.489 -2.423  C7 1.088
32 H -1.122 0.986 -1.770  C7 1.098
33 H -0.697 3.787 -0.813  C8 1.093
34 H -1.047 2.657 0.456  C8 1.098
35 H 1.027 1.806 -1.577  C9 1.100
36 H 1.446 3.215 -0.622  C9 1.096
37 H 3.055 2.664 0.938  C11 1.096
38 H 3.271 1.016 1.499  C11 1.096
39 H 4.251 0.445 -0.407  N12 1.004
40 H 3.247 1.294 -1.387  N12 1.006
41 H 1.013 2.345 2.523  C13 1.089
42 H -0.631 0.577 2.942  N14 1.014
43 H -1.074 0.102 0.322  C15 1.096
44 H -0.620 -2.365 0.579  C16 1.097
45 H 0.071 -2.056 2.173  C16 1.096
46 H -2.080 -2.647 2.734  C17 1.091
47 H -2.838 -1.919 1.298  C17 1.094
48 H -2.989 -0.080 2.371  O18 0.949
49 H 1.102 -0.507 -0.748  C19 1.090
50 H 1.798 -0.699 0.888  C19 1.100
51 C -4.837 3.277 -5.501  S52 1.789, H55 1.088, H56 1.089, H57 1.089
52 S -3.352 3.514 -4.531  C51 1.789, O53 1.498, C54 1.790
53 O -3.792 3.740 -3.118  S52 1.498
54 C -2.920 5.118 -5.198  S52 1.790, H58 1.089, H59 1.088, H60 1.088
55 H -5.277 2.330 -5.197  C51 1.088
56 H -5.525 4.096 -5.295  C51 1.089
57 H -4.564 3.239 -6.555  C51 1.089
58 H -3.737 5.811 -5.001  C54 1.089
59 H -2.726 5.010 -6.263  C54 1.088
60 H -2.017 5.450 -4.689  C54 1.088
61 C -1.858 -2.791 6.723  S62 1.787, H65 1.088, H66 1.090, H67 1.090
62 S -0.803 -2.060 5.480  C61 1.787, O63 1.493, C64 1.795
63 O -0.539 -3.098 4.440  S62 1.493
64 C 0.666 -1.965 6.507  S62 1.795, H68 1.089, H69 1.089, H70 1.088
65 H -2.833 -3.002 6.287  C61 1.088
66 H -1.413 -3.725 7.066  C61 1.090
67 H -1.966 -2.086 7.548  C61 1.090
68 H 0.917 -2.964 6.863  C64 1.089
69 H 0.473 -1.292 7.341  C64 1.089
70 H 1.476 -1.574 5.895  C64 1.088
71 C 5.155 3.642 5.327  S72 1.790, H75 1.088, H76 1.089, H77 1.090
72 S 5.276 2.751 3.779  C71 1.790, O73 1.497, C74 1.783
73 O 3.930 2.144 3.532  S72 1.497
74 C 6.338 1.449 4.375  S72 1.783, H78 1.090, H79 1.092, H80 1.088
75 H 4.488 4.487 5.170  C71 1.088
76 H 4.750 2.977 6.089  C71 1.089
77 H 6.146 3.998 5.608  C71 1.090
78 H 5.853 0.937 5.206  C74 1.090
79 H 7.297 1.878 4.673  C74 1.092
80 H 6.504 0.753 3.555  C74 1.088
81 C 9.110 2.494 1.561  S82 1.796, H85 1.088, H86 1.091, H87 1.090
82 S 10.288 2.673 2.906  C81 1.796, O83 1.489, C84 1.794
83 O 9.568 2.261 4.143  S82 1.489
84 C 10.316 4.466 2.901  S82 1.794, H88 1.090, H89 1.090, H90 1.088
85 H 8.923 1.429 1.438  C81 1.088
86 H 8.187 3.014 1.820  C81 1.091
87 H 9.541 2.899 0.646  C81 1.090
88 H 9.305 4.840 3.066  C84 1.090
89 H 10.713 4.818 1.950  C84 1.090
90 H 10.969 4.780 3.712  C84 1.088
91 C -0.021 1.149 -5.737  S92 1.797, H95 1.089, H96 1.090, H97 1.090
92 S -0.181 2.665 -6.688  C91 1.797, O93 1.487, C94 1.792
93 O -1.625 2.778 -7.026  S92 1.487
94 C 0.643 2.074 -8.166  S92 1.792, H98 1.089, H99 1.090, H100 1.088
95 H -0.536 1.314 -4.792  C91 1.089
96 H -0.495 0.335 -6.284  C91 1.090
97 H 1.035 0.941 -5.561  C91 1.090
98 H 0.123 1.191 -8.534  C94 1.089
99 H 1.685 1.850 -7.934  C94 1.090
100 H 0.593 2.872 -8.902  C94 1.088
101 C -6.061 -5.035 3.593  S102 1.794, H105 1.088, H106 1.089, H107 1.090
102 S -4.504 -4.379 4.197  C101 1.794, O103 1.486, C104 1.799
103 O -4.482 -4.605 5.666  S102 1.486
104 C -4.944 -2.651 3.965  S102 1.799, H108 1.090, H109 1.091, H110 1.088
105 H -6.016 -6.118 3.692  C101 1.088
106 H -6.875 -4.638 4.198  C101 1.089
107 H -6.183 -4.766 2.544  C101 1.090
108 H -5.848 -2.435 4.534  C104 1.090
109 H -5.100 -2.461 2.902  C104 1.091
110 H -4.115 -2.043 4.322  C104 1.088
111 C -0.394 -7.892 -3.148  S112 1.796, H115 1.088, H116 1.090, H117 1.090
112 S -1.756 -6.769 -2.818  C111 1.796, O113 1.484, C114 1.800
113 O -2.595 -6.720 -4.041  S112 1.484
114 C -0.759 -5.270 -2.827  S112 1.800, H118 1.090, H119 1.090, H120 1.089
115 H -0.812 -8.894 -3.212  C111 1.088
116 H 0.072 -7.621 -4.095  C111 1.090
117 H 0.321 -7.842 -2.327  C111 1.090
118 H -0.260 -5.183 -3.793  C114 1.090
119 H -0.033 -5.318 -2.015  C114 1.090
120 H -1.431 -4.429 -2.668  C114 1.089